No. 1
Here is a 9-piece molecular cluster, C18H30N6O12S3 overall at a distorted geometry from OMol25. Energies are from ωB97M-V/def2-TZVPD.

Summary:
Lowest unoccupied orbital energy, eV: 0.139
Calculated total energy, eV: -85163.3135
Frontier orbital gap, eV: 10.943
SMILES string: O=S1(=O)OCCO1.O=S1(=O)OCCO1.O=S1(=O)OCCO1.CC#N.CC#N.CC#N.CC#N.CC#N.CC#N
Energy relative to the best compared isomer or geometry (same formula, charge and spin), kcal/mol: 0.61

Atoms and positions in Å:
S1 -1.7619 1.9866 19.0905
S2 -3.7309 5.6009 17.0079
S3 -3.0041 -2.7383 18.3880
O1 -4.7541 4.4477 17.3655
O2 -0.7648 2.1864 20.0381
O3 -3.1395 -1.5515 17.6020
O4 -2.9098 5.2749 15.9044
O5 -3.0457 1.7451 19.4873
O6 -3.0588 -3.9764 17.4824
O7 -3.7063 -2.9594 19.6217
O8 -1.3853 -2.9584 18.6871
O9 -4.8492 6.6416 16.4428
O10 -1.3418 0.8522 18.1210
O11 -3.2207 6.0632 18.2110
O12 -1.7894 3.1108 17.9213
N1 -6.7679 4.1715 19.4326
N2 -8.4474 1.3552 22.4705
N3 -4.7116 1.5921 23.2754
N4 -4.5603 0.2841 15.1968
N5 -3.4145 -6.0781 19.6249
N6 -7.2524 -1.7119 20.1177
C1 -5.8644 4.4586 16.3920
C2 -1.4690 1.1965 16.6917
C3 -5.7670 0.1599 19.1120
C4 -8.0282 -1.0702 23.3092
C5 -0.7742 -4.0500 18.0281
C6 -6.1265 5.9676 16.3348
C7 -6.1056 -1.7916 15.4800
C8 -5.8044 -5.4347 20.3805
C9 -2.9230 0.1189 22.1901
C10 -1.7899 -4.3844 16.9176
C11 -3.9331 0.8782 22.8656
C12 -2.0735 2.5554 16.6419
C13 -8.2632 0.2538 22.7432
C14 -4.4775 -5.8282 19.9518
C15 -6.3996 4.3129 20.5174
C16 -5.8844 4.7074 21.8294
C17 -6.6151 -0.8825 19.6290
C18 -5.3404 -0.5816 15.3618
H1 -0.4347 1.2165 16.3171
H2 -5.7167 -4.6305 21.1465
H3 -8.5111 -1.0067 24.3037
H4 -2.9716 0.2432 21.1250
H5 -3.0282 -0.9660 22.3426
H6 -5.7179 5.7907 21.6712
H7 -6.6834 6.2725 17.1833
H8 -1.6126 -3.7646 16.0213
H9 -6.5247 6.2190 15.3877
H10 -1.8457 -5.4219 16.7517
H11 -7.1412 -1.6006 15.1587
H12 -6.9278 -1.0754 23.5053
H13 -2.2044 0.4326 16.3613
H14 -1.9386 0.2718 22.6458
H15 -4.9360 4.1537 22.0045
H16 -6.1791 0.6471 18.2077
H17 -4.8517 -0.3915 18.8092
H18 -5.7046 -2.5138 14.7921
H19 -5.6645 4.0245 15.3966
H20 -5.4396 0.8543 19.8896
H21 -6.1554 -2.2122 16.4701
H22 -8.2977 -1.8129 22.5687
H23 -6.6349 4.5440 22.5838
H24 -6.5097 -6.1868 20.7425
H25 -1.6379 3.2478 15.8915
H26 -3.1432 2.5972 16.5539
H27 -6.2971 -4.9068 19.5324
H28 0.1586 -3.7463 17.6489
H29 -0.5123 -4.8282 18.8019
H30 -6.6482 3.9125 16.8842


No. 2
Here is C18H30NO2P2Tc as an isolated structure at a distorted geometry from OMol25. Energies are from ωB97M-V/def2-TZVPD.

Summary:
Net charge: +3
Multiplicity: 4
Lowest unoccupied orbital energy (alpha / beta), eV: -11.745 / -13.022
Calculated total energy, eV: -45485.1149
Frontier orbital gap (alpha / beta), eV: 6.633 / 5.441
⟨S²⟩: 3.941

Atoms and positions in Å:
Tc1 -0.0499 0.2476 -0.6726
P1 -1.6421 0.4016 0.8973
P2 2.0785 0.0174 -1.2627
O1 -0.4571 1.0152 -3.7145
O2 -0.9362 2.1638 -1.6385
N1 0.9158 1.6943 0.7160
C1 -2.7423 -3.8619 0.7428
C2 2.9302 -1.5272 -1.6402
C3 -1.1211 -2.5679 -0.5212
C4 2.8216 2.6879 1.7267
C5 -2.4537 -2.9017 -0.2206
C6 3.0820 0.7512 0.1099
C7 0.6165 3.4574 2.2721
C8 2.5642 1.1256 -2.6408
C9 -1.6169 -0.4137 2.5047
C10 -3.3918 0.4362 0.4252
C11 2.2522 1.7377 0.8839
C12 -0.8254 -1.5107 -1.5742
C13 -1.3705 2.2332 1.1806
C14 -0.3746 -4.1904 1.1252
C15 -1.7029 -4.5167 1.4126
C16 0.0941 2.4737 1.4412
C17 1.9968 3.5745 2.4115
C18 -0.0832 -3.2218 0.1605
H1 3.9736 1.2344 -0.3123
H2 -2.0196 2.5893 1.9860
H3 -3.7267 -0.5838 0.2168
H4 3.4199 -0.0819 0.7474
H5 -3.9769 0.8621 1.2499
H6 -0.0817 -1.9052 -2.2875
H7 -0.3897 0.2528 -3.0343
H8 -0.0857 4.1038 2.7866
H9 -1.7596 -1.2781 -2.1158
H10 -0.3572 2.9451 -1.5765
H11 0.4453 -4.7008 1.6404
H12 -1.9328 -5.2833 2.1578
H13 -3.2487 -2.4033 -0.7810
H14 3.6353 0.9882 -2.8372
H15 -3.5154 1.0526 -0.4735
H16 -1.6553 2.6908 0.1819
H17 -0.6746 -0.1957 3.0191
H18 3.8603 -1.3161 -2.1817
H19 -3.7875 -4.1077 0.9585
H20 -0.8833 1.8711 -2.6921
H21 3.1537 -2.0627 -0.7098
H22 0.9494 -2.9534 -0.0728
H23 2.2782 -2.1465 -2.2659
H24 1.9735 0.8764 -3.5326
H25 3.9060 2.7115 1.8122
H26 2.3740 2.1733 -2.3688
H27 -1.0562 0.7106 -4.4233
H28 -2.4603 -0.0686 3.1152
H29 -1.6910 -1.4965 2.3515
H30 2.4241 4.3420 3.0512


No. 3
Here is C18H30NO4P as an isolated structure at a distorted geometry from OMol25. Energies are from ωB97M-V/def2-TZVPD.

Summary:
Lowest unoccupied orbital energy, eV: 0.602
Calculated total energy, eV: -38124.8680
Frontier orbital gap, eV: 9.560

Atoms and positions in Å:
P1 -0.0343 0.6783 0.0845
O1 1.4960 0.4557 -0.2962
O2 -0.1050 -0.9022 -1.5760
O3 -1.0113 1.3899 -0.7502
O4 0.2282 1.5698 1.4516
N1 -1.3979 -1.6655 0.0412
C1 2.0038 -1.7617 3.4883
C2 -0.6538 -0.8644 0.9685
C3 2.7391 -2.7140 2.8035
C4 -0.7062 2.5420 1.8628
C5 2.4459 1.5058 -0.2493
C6 -1.9684 -3.8032 -1.9482
C7 1.2571 -2.4985 0.9276
C8 -1.4053 -2.0613 -3.6606
C9 0.0057 3.8584 2.1624
C10 -1.9614 -2.3023 -2.2570
C11 0.5122 -1.5483 1.6126
C12 -0.9704 4.9207 2.6495
C13 2.3622 -3.0801 1.5228
C14 0.8945 -1.1844 2.8973
C15 2.0306 2.1008 -2.6577
C16 2.1048 2.6226 -1.2295
C17 -1.0750 -1.5684 -1.2584
C18 -3.3757 -1.7179 -2.1570
H1 0.9797 -2.7737 -0.0779
H2 3.6051 -3.1658 3.2647
H3 1.1318 3.0298 -0.9477
H4 -1.3810 -0.9957 -3.8704
H5 2.5132 1.9005 0.7698
H6 2.2943 -1.4679 4.4865
H7 1.2977 1.2992 -2.7067
H8 -2.3728 -4.0119 -0.9601
H9 0.3251 -0.4382 3.4319
H10 -0.9592 -4.2058 -1.9973
H11 -1.7306 5.1107 1.8957
H12 2.8567 3.4107 -1.1414
H13 3.3956 1.0313 -0.5169
H14 -2.2199 -2.1555 0.3522
H15 1.7297 2.8932 -3.3386
H16 -3.8523 -1.9753 -1.2133
H17 -0.4461 5.8507 2.8541
H18 0.5052 4.1982 1.2534
H19 -1.2171 2.1813 2.7658
H20 -3.3358 -0.6342 -2.2391
H21 -1.3386 -0.4811 1.7332
H22 2.9357 -3.8178 0.9808
H23 0.7734 3.6772 2.9176
H24 -2.5802 -4.3234 -2.6820
H25 2.9965 1.7128 -2.9751
H26 -3.9924 -2.1058 -2.9647
H27 -1.4488 2.6871 1.0705
H28 -1.4657 4.5964 3.5621
H29 -2.0251 -2.5576 -4.4035
H30 -0.3898 -2.4412 -3.7358


No. 4
Here is a 3-piece molecular cluster, C18H31BF16O4P overall at a distorted geometry from OMol25. Energies are from ωB97M-V/def2-TZVPD.

Summary:
Net charge: -1
Lowest unoccupied orbital energy, eV: 1.887
Calculated total energy, eV: -80796.4867
Frontier orbital gap, eV: 4.415
Energy relative to the best compared isomer or geometry (same formula, charge and spin), kcal/mol: 101.69

Atoms and positions in Å:
P1 -1.5259 2.8819 -4.0300
F1 -3.5552 -1.4149 -0.9549
F2 -2.5904 -3.8903 2.5414
F3 -1.0649 -2.6228 1.2659
F4 2.3231 1.2800 5.4906
F5 1.1933 -1.9517 8.6829
F6 -2.9419 -0.5046 0.9237
F7 3.5815 0.5405 7.8093
F8 -0.8339 -1.4889 -0.5696
F9 4.2001 -0.8382 5.8328
F10 2.6746 -2.1057 7.1083
F11 -1.5549 -2.7016 4.8568
F12 -4.0717 -3.7363 4.1159
F13 4.4311 0.2957 3.9973
F14 1.7098 0.3697 3.6120
F15 3.7101 -0.9170 9.4237
F16 -1.6835 -1.2441 3.2424
O1 0.9663 -1.4371 -6.8501
O2 -4.2307 -2.3271 2.4053
O3 1.0343 -0.5425 6.9723
O4 -1.0393 0.5025 -2.3167
C1 2.2557 2.2845 -6.1914
C2 -3.3097 -2.9991 3.2632
C3 -1.3551 2.8158 -0.8732
C4 -1.6681 -2.3378 0.0884
C5 3.5969 -0.5532 4.6553
C6 0.9193 -1.8745 -5.4349
C7 2.8344 -0.2450 8.6290
C8 0.7812 2.9505 -5.9417
C9 0.7911 0.0515 -6.9276
C10 -3.0385 -1.7010 0.2832
C11 1.2012 -0.7982 5.5758
C12 -0.2854 2.0959 0.1901
C13 0.3091 2.4815 -4.4104
C14 2.2265 0.0836 4.8502
C15 1.9553 -1.2145 7.8301
C16 -2.4306 -2.0296 4.0621
C17 2.2562 0.6967 -6.5865
C18 -4.0638 -2.5828 1.0089
B1 -1.3003 1.9788 -2.3142
H1 0.5517 1.3325 -4.3463
H2 -2.0117 1.6352 -4.5862
H3 -1.9056 0.0177 -2.1814
H4 0.8137 2.2286 -0.2562
H5 -0.0613 0.3038 -6.1674
H6 2.8649 2.9429 -6.9713
H7 -1.0696 3.9585 -1.0583
H8 0.2228 -0.5602 5.1396
H9 -1.7356 -3.2572 -0.5009
H10 2.9007 0.6030 -7.5870
H11 -1.0879 4.1117 -3.3624
H12 2.2261 0.4087 9.2603
H13 -0.5538 0.9508 0.2806
H14 1.3393 -1.8657 5.3652
H15 -5.0422 -2.3448 0.5727
H16 0.9403 4.1332 -5.9652
H17 -1.6748 3.5980 -5.2752
H18 -0.3307 2.5978 1.2601
H19 3.5294 -1.4726 4.0660
H20 -2.4267 2.8038 -0.3755
H21 -0.0231 2.7132 -6.7575
H22 -2.9088 3.2015 -3.6875
H23 -3.9257 -3.6503 0.7983
H24 1.0314 3.0215 -3.6600
H25 2.8516 2.3768 -5.1610
H26 -0.0353 -2.5394 -5.2547
H27 -3.0389 -1.3759 4.6934
H28 0.8517 -0.9835 -4.6640
H29 2.8815 0.0825 -5.7760
H30 1.8805 -2.4987 -5.1086
H31 0.5387 0.2756 -8.0492


Copy entry 3 word for word.
Here is C18H30NO4P as an isolated structure at a distorted geometry from OMol25. Energies are from ωB97M-V/def2-TZVPD.

Summary:
Lowest unoccupied orbital energy, eV: 0.602
Calculated total energy, eV: -38124.8680
Frontier orbital gap, eV: 9.560

Atoms and positions in Å:
P1 -0.0343 0.6783 0.0845
O1 1.4960 0.4557 -0.2962
O2 -0.1050 -0.9022 -1.5760
O3 -1.0113 1.3899 -0.7502
O4 0.2282 1.5698 1.4516
N1 -1.3979 -1.6655 0.0412
C1 2.0038 -1.7617 3.4883
C2 -0.6538 -0.8644 0.9685
C3 2.7391 -2.7140 2.8035
C4 -0.7062 2.5420 1.8628
C5 2.4459 1.5058 -0.2493
C6 -1.9684 -3.8032 -1.9482
C7 1.2571 -2.4985 0.9276
C8 -1.4053 -2.0613 -3.6606
C9 0.0057 3.8584 2.1624
C10 -1.9614 -2.3023 -2.2570
C11 0.5122 -1.5483 1.6126
C12 -0.9704 4.9207 2.6495
C13 2.3622 -3.0801 1.5228
C14 0.8945 -1.1844 2.8973
C15 2.0306 2.1008 -2.6577
C16 2.1048 2.6226 -1.2295
C17 -1.0750 -1.5684 -1.2584
C18 -3.3757 -1.7179 -2.1570
H1 0.9797 -2.7737 -0.0779
H2 3.6051 -3.1658 3.2647
H3 1.1318 3.0298 -0.9477
H4 -1.3810 -0.9957 -3.8704
H5 2.5132 1.9005 0.7698
H6 2.2943 -1.4679 4.4865
H7 1.2977 1.2992 -2.7067
H8 -2.3728 -4.0119 -0.9601
H9 0.3251 -0.4382 3.4319
H10 -0.9592 -4.2058 -1.9973
H11 -1.7306 5.1107 1.8957
H12 2.8567 3.4107 -1.1414
H13 3.3956 1.0313 -0.5169
H14 -2.2199 -2.1555 0.3522
H15 1.7297 2.8932 -3.3386
H16 -3.8523 -1.9753 -1.2133
H17 -0.4461 5.8507 2.8541
H18 0.5052 4.1982 1.2534
H19 -1.2171 2.1813 2.7658
H20 -3.3358 -0.6342 -2.2391
H21 -1.3386 -0.4811 1.7332
H22 2.9357 -3.8178 0.9808
H23 0.7734 3.6772 2.9176
H24 -2.5802 -4.3234 -2.6820
H25 2.9965 1.7128 -2.9751
H26 -3.9924 -2.1058 -2.9647
H27 -1.4488 2.6871 1.0705
H28 -1.4657 4.5964 3.5621
H29 -2.0251 -2.5576 -4.4035
H30 -0.3898 -2.4412 -3.7358


> What is the calculated total energy in the fourth record?

-80796.4867 eV


> What is the calculated total energy in the first record?

-85163.3135 eV


> Which of these has the highest calculated total energy?

C18H30NO4P